(1)
ORCA calculation (ωB97M-V/def2-TZVPD) on one molecule with the formula C23H21N3O5S at a distorted geometry.

Calculated values
- multiplicity = 1
- net charge = 0
- Kohn-Sham gap (eV) = 8.5
- total energy (eV) = -49734.1105
- SMILES string = CC(=O)Oc1ccc(/C=N/NC(=O)c2ccc(N(C)S(=O)(=O)c3ccccc3)cc2)cc1
- largest force on an atom (eV/Å) = 1.277

Geometry as XYZ:
```
53
Properties=species:S:1:pos:R:3:nbo_charge:R:1
C -8.373 -0.664 0.701 -0.71
C -7.400 -0.040 -0.263 0.80
O -7.620 0.192 -1.418 -0.57
O -6.237 0.212 0.367 -0.50
C -5.172 0.840 -0.259 0.28
C -5.323 1.855 -1.194 -0.25
C -4.199 2.455 -1.728 -0.19
C -2.918 2.064 -1.338 -0.02
C -1.758 2.717 -1.902 0.02
N -0.581 2.436 -1.501 -0.22
N 0.467 3.060 -2.033 -0.43
C 1.793 2.842 -1.725 0.66
O 2.630 3.407 -2.403 -0.60
C 2.132 1.941 -0.607 -0.20
C 1.291 1.660 0.466 -0.14
C 1.701 0.818 1.480 -0.30
C 2.969 0.229 1.460 0.27
N 3.379 -0.647 2.450 -0.68
C 2.543 -0.912 3.595 -0.42
S 4.655 -1.722 2.142 2.31
O 5.883 -1.006 1.980 -0.92
O 4.598 -2.716 3.172 -0.93
C 4.187 -2.467 0.580 -0.24
C 5.075 -2.471 -0.477 -0.21
C 4.698 -3.061 -1.672 -0.20
C 3.443 -3.637 -1.792 -0.18
C 2.564 -3.634 -0.720 -0.20
C 2.938 -3.047 0.477 -0.21
C 3.832 0.555 0.408 -0.30
C 3.417 1.395 -0.599 -0.12
C -2.785 1.043 -0.391 -0.20
C -3.900 0.437 0.142 -0.23
H -7.884 -1.454 1.265 0.24
H -8.711 0.096 1.404 0.24
H -9.226 -1.056 0.156 0.24
H -6.305 2.170 -1.505 0.24
H -4.318 3.244 -2.456 0.21
H -1.936 3.468 -2.681 0.16
H 0.320 3.725 -2.801 0.37
H 0.312 2.108 0.518 0.23
H 1.024 0.629 2.297 0.22
H 3.072 -1.637 4.209 0.26
H 2.387 0.002 4.170 0.21
H 1.575 -1.332 3.305 0.19
H 6.043 -2.015 -0.347 0.24
H 5.381 -3.071 -2.507 0.22
H 3.149 -4.094 -2.725 0.22
H 1.590 -4.089 -0.817 0.22
H 2.278 -3.043 1.330 0.23
H 4.839 0.177 0.411 0.24
H 4.088 1.651 -1.405 0.24
H -1.795 0.736 -0.095 0.23
H -3.812 -0.351 0.874 0.22
```

(2)
ORCA calculation (ωB97M-V/def2-TZVPD) on a 2-piece molecular cluster, C23H21N7O4 overall at a distorted geometry.

Calculated values
- multiplicity = 1
- net charge = 0
- Kohn-Sham gap (eV) = 5.2
- total energy (eV) = -42802.8174
- SMILES string = O=[N+]([O-])c1cc([N+](=O)[O-])c2nnnn2c1.C(=C(/c1ccccc1)N1CCCC1)/c1ccccc1
- largest force on an atom (eV/Å) = 2.801

Geometry as XYZ:
```
55
Properties=species:S:1:pos:R:3:nbo_charge:R:1
O 1.467 2.775 -3.361 -0.36
N 1.096 1.923 -2.530 0.50
O 1.497 1.924 -1.335 -0.40
C 0.171 0.892 -2.927 0.00
C -0.287 0.813 -4.257 -0.12
C -1.164 -0.199 -4.625 0.00
N -1.672 -0.273 -5.989 0.50
O -2.647 -0.982 -6.274 -0.31
O -1.065 0.430 -6.832 -0.38
C -1.544 -1.197 -3.669 0.30
N -2.328 -2.293 -3.688 -0.27
N -2.209 -2.867 -2.466 0.00
N -1.370 -2.212 -1.708 -0.06
N -0.985 -1.101 -2.401 -0.20
C -0.213 -0.046 -1.966 0.10
H 0.019 1.562 -4.982 0.29
H 0.325 -0.205 -1.039 0.31
C -0.676 0.826 0.605 -0.45
C 0.574 0.532 1.175 0.39
C 1.240 -0.814 1.071 -0.14
C 0.897 -1.848 1.951 -0.13
C 1.445 -3.121 1.783 -0.22
C 2.381 -3.345 0.766 -0.20
C 2.742 -2.314 -0.107 -0.21
C 2.199 -1.042 0.068 -0.23
N 1.276 1.506 1.778 -0.40
C 0.702 2.811 2.059 -0.21
C 1.711 3.512 2.983 -0.42
C 2.898 2.554 3.169 -0.41
C 2.600 1.295 2.339 -0.21
C -1.854 0.040 0.916 -0.07
C -1.840 -1.354 0.713 -0.22
C -2.945 -2.151 0.980 -0.20
C -4.076 -1.572 1.567 -0.23
C -4.110 -0.186 1.801 -0.21
C -3.040 0.619 1.425 -0.22
H -0.850 1.831 0.202 0.22
H 0.193 -1.633 2.758 0.22
H 1.136 -3.934 2.444 0.22
H 2.837 -4.330 0.652 0.22
H 3.441 -2.479 -0.933 0.22
H 2.466 -0.208 -0.588 0.23
H 0.544 3.370 1.125 0.20
H -0.284 2.714 2.537 0.21
H 2.029 4.459 2.539 0.22
H 1.229 3.733 3.940 0.22
H 3.832 3.007 2.827 0.22
H 3.018 2.276 4.221 0.21
H 2.628 0.382 2.955 0.21
H 3.342 1.167 1.532 0.20
H -0.910 -1.787 0.350 0.22
H -2.901 -3.217 0.750 0.22
H -4.919 -2.204 1.851 0.21
H -4.987 0.258 2.280 0.21
H -3.056 1.704 1.563 0.21
```

(3)
ORCA calculation (ωB97M-V/def2-TZVPD) on C23H22AuN7O3S as an isolated structure at a distorted geometry.

Calculated values
- multiplicity = 3
- net charge = +2
- ⟨S²⟩ = 2.019
- Kohn-Sham gap (spin up / spin down) (eV) = 8.8 / 4.6
- total energy (eV) = -55289.8623
- largest force on an atom (eV/Å) = 5.582

Geometry as XYZ:
```
57
Properties=species:S:1:pos:R:3:nbo_charge:R:1
Au 0.265 -1.269 1.879 1.25
N -1.971 -3.673 -1.657 -0.31
C -0.944 -3.818 -0.827 0.21
N -1.026 -2.869 0.078 -0.54
C -2.125 -2.127 -0.255 0.24
N -2.703 -2.602 -1.350 -0.23
C -2.664 -0.984 0.506 0.12
C -3.980 -0.481 0.439 0.04
N -4.399 0.562 1.119 -0.30
C -3.489 1.075 1.991 0.02
C -2.189 0.562 2.149 0.02
N -1.802 -0.461 1.405 -0.43
H -2.081 -4.119 -2.551 0.44
H -0.317 -4.663 -0.792 0.23
H -4.684 -1.042 -0.184 0.24
H -3.789 1.908 2.588 0.23
H -1.500 1.017 2.861 0.24
C -1.383 -4.440 4.008 -0.81
S 0.133 -4.257 3.111 1.27
C 1.241 -4.995 4.255 -0.83
O 0.439 -2.759 3.314 -1.02
H -1.172 -4.306 5.074 0.26
H -1.681 -5.470 3.765 0.26
H -2.050 -3.639 3.556 0.26
H 1.021 -6.048 4.368 0.27
H 1.082 -4.509 5.236 0.26
H 2.270 -4.907 3.962 0.27
O 2.125 -1.674 -0.276 -0.60
C 1.875 -0.486 -0.263 0.77
N 2.430 0.517 -1.035 -0.64
C 1.491 1.694 -1.105 -0.06
C 0.550 1.336 0.115 0.72
O -0.205 2.075 0.608 -0.55
N 0.955 0.098 0.513 -0.73
C 0.695 1.634 -2.454 -0.06
C 1.148 2.212 -3.636 -0.20
C 0.340 2.130 -4.788 -0.19
C -0.791 1.383 -4.758 -0.19
C -1.209 0.701 -3.679 -0.19
C -0.504 0.932 -2.454 -0.20
C 2.088 3.010 -0.690 0.21
C 1.167 4.169 -0.869 -0.11
C 1.769 5.409 -0.397 -0.18
C 3.054 5.357 0.189 -0.01
C 3.859 4.313 0.309 -0.18
C 3.357 3.102 -0.161 -0.16
H 2.755 0.176 -1.935 0.42
H 2.096 2.785 -3.570 0.22
H 0.760 2.664 -5.621 0.24
H -1.305 1.179 -5.759 0.24
H -2.155 0.112 -3.649 0.24
H -0.713 0.438 -1.547 0.20
H 0.240 4.022 -1.401 0.27
H 1.311 6.306 -0.677 0.25
H 3.479 6.286 0.518 0.24
H 4.875 4.282 0.704 0.27
H 3.963 2.150 -0.283 0.27
```

(4)
ORCA calculation (ωB97M-V/def2-TZVPD) on C23H22BrN4O8SSeW as an isolated structure.

Calculated values
- multiplicity = 3
- net charge = +1
- ⟨S²⟩ = 2.014
- Kohn-Sham gap (spin up / spin down) (eV) = 7.1 / 6.7
- total energy (eV) = -194595.1361
- largest force on an atom (eV/Å) = 0.358

Geometry as XYZ:
```
61
Properties=species:S:1:pos:R:3:nbo_charge:R:1
W -0.106 0.196 0.569 1.66
O 0.764 -1.036 2.123 -0.70
C 2.104 -1.495 2.223 -0.09
C 2.746 -1.138 0.924 0.23
C 4.037 -1.541 0.637 -0.23
C 4.625 -1.113 -0.540 -0.10
C 3.904 -0.281 -1.380 -0.22
C 2.617 0.064 -1.035 0.09
N 2.026 -0.369 0.093 -0.51
H 0.231 -1.085 2.931 0.55
H 2.122 -2.571 2.399 0.22
H 2.619 -0.989 3.043 0.22
H 4.565 -2.179 1.332 0.24
H 5.631 -1.420 -0.793 0.24
H 4.317 0.088 -2.307 0.25
H 2.031 0.696 -1.683 0.24
O -4.380 3.588 3.007 -0.65
C -4.603 3.439 1.710 0.78
O -5.534 3.937 1.142 -0.55
C -3.626 2.608 0.940 -0.22
C -3.737 2.350 -0.415 0.08
N -2.688 1.594 -0.772 -0.29
N -1.903 1.347 0.277 -0.31
C -2.458 1.944 1.321 0.07
C -1.725 1.714 2.592 0.78
O -2.071 2.201 3.644 -0.57
O -0.687 0.936 2.406 -0.75
H -3.574 3.122 3.324 0.51
H -4.493 2.664 -1.115 0.27
H -2.451 1.187 -1.664 0.45
Br 2.324 1.940 2.727 0.14
C 1.684 2.911 1.249 0.18
C 2.098 4.231 1.148 -0.26
C 1.688 4.971 0.055 -0.11
C 0.893 4.361 -0.904 -0.23
C 0.524 3.048 -0.718 0.05
N 0.896 2.317 0.353 -0.55
H 2.730 4.652 1.915 0.26
H 1.994 6.003 -0.048 0.25
H 0.560 4.889 -1.786 0.25
H -0.077 2.532 -1.452 0.23
Se -1.916 -1.631 0.735 -0.07
C -1.180 -3.276 0.069 -0.18
C -0.055 -3.870 0.625 -0.25
C 0.427 -5.068 0.115 -0.18
C -0.226 -5.693 -0.936 -0.21
C -1.377 -5.125 -1.462 -0.21
C -1.853 -3.922 -0.961 -0.18
H 0.428 -3.413 1.474 0.19
H 1.305 -5.524 0.554 0.21
H 0.146 -6.630 -1.328 0.22
H -1.910 -5.620 -2.263 0.22
H -2.762 -3.493 -1.366 0.21
C -1.669 -1.113 -3.129 -0.91
S -0.023 -0.727 -2.634 2.42
O 0.599 -1.901 -2.114 -0.93
O 0.618 0.006 -3.685 -0.94
O -0.244 0.287 -1.461 -1.06
H -1.594 -1.937 -3.836 0.27
H -2.102 -0.246 -3.623 0.24
H -2.232 -1.417 -2.248 0.26
```

The lowest total energy belongs to which entry? C23H22BrN4O8SSeW